9
Properties=species:S:1:pos:R:3 method="wB97M-V/def2-TZVPD" largest_force_ev_per_a=4.3 total_charge=-1 de_lowest_ev=2.275 gap_ev=6.1
N -1.520 0.424 -0.690
N 0.169 0.949 0.196
N 0.988 -0.043 0.342
N -2.373 -0.037 -0.111
N 2.025 -0.146 -0.393
O -3.211 -0.630 0.521
O 2.749 -1.172 -0.272
H 0.636 1.545 -0.387
H 0.538 -0.890 0.795